Version A
{"formula": "C3H5NO3", "method": "the ωB97M-V functional and the def2-TZVPD basis", "gap_ev": 10.803, "charge": 0, "e_homo_ev": -9.98, "e_lumo_ev": 0.82, "smiles": "NC(=O)COC=O", "symbols": ["N", "C", "O", "C", "O", "C", "O", "H", "H", "H", "H", "H"], "coordinates": [[-0.06, 1.56, -0.67], [0.18, 1.04, 0.57], [-0.10, 1.62, 1.60], [0.89, -0.32, 0.68], [-0.10, -1.46, 0.66], [-0.84, -1.62, -0.44], [-0.70, -0.94, -1.42], [0.01, 0.97, -1.49], [-0.73, 2.31, -0.73], [1.77, -0.31, 0.00], [1.29, -0.42, 1.69], [-1.61, -2.42, -0.44]]}



Version B
{"formula": "C3H5NO3", "method": "the ωB97M-V functional and the def2-TZVPD basis", "gap_ev": 11.609, "charge": 0, "e_homo_ev": -10.79, "e_lumo_ev": 0.82, "smiles": "C=NOC(=O)OC", "symbols": ["C", "N", "O", "C", "O", "O", "C", "H", "H", "H", "H", "H"], "coordinates": [[-0.18, -1.38, -2.56], [0.20, -1.29, -1.34], [-0.06, 0.13, -0.95], [0.08, 0.17, 0.37], [0.92, -0.38, 0.95], [-0.88, 0.94, 0.98], [-0.07, 1.47, 2.18], [-0.59, -0.33, -3.04], [0.13, -2.40, -3.08], [0.99, 1.58, 2.05], [-0.21, 0.71, 2.95], [-0.57, 2.37, 2.64]]}



It turns out version A is the most stable, with the second structure 3.359 eV higher.



Version A
{"formula": "C3H5NO3", "method": "the ωB97M-V functional and the def2-TZVPD basis", "gap_ev": 10.883, "charge": 0, "e_homo_ev": -10.08, "e_lumo_ev": 0.80, "smiles": "NC(=O)COC=O", "symbols": ["N", "C", "O", "C", "O", "C", "O", "H", "H", "H", "H", "H"], "coordinates": [[0.76, 1.20, -0.85], [0.83, 0.86, 0.46], [1.14, 1.62, 1.35], [0.51, -0.61, 0.77], [-0.90, -0.86, 0.83], [-1.58, -0.93, -0.31], [-1.13, -0.81, -1.43], [0.33, 0.58, -1.52], [0.83, 2.19, -1.07], [0.99, -1.30, 0.06], [0.87, -0.81, 1.79], [-2.64, -1.13, -0.09]]}



Version B
{"formula": "C3H5NO3", "method": "the ωB97M-V functional and the def2-TZVPD basis", "gap_ev": [8.414, 8.887], "charge": 0, "e_homo_ev": [-9.27, -9.54], "e_lumo_ev": [-0.86, -0.65], "symbols": ["C", "C", "C", "N", "O", "O", "O", "H", "H", "H", "H", "H"], "coordinates": [[-0.42, 0.02, -0.10], [0.69, 0.91, 0.00], [1.76, -0.22, 0.16], [-0.29, -1.21, -0.13], [1.06, -1.49, -0.08], [-3.52, -0.16, 0.10], [-2.68, 0.88, -0.07], [0.97, 1.45, -0.80], [0.78, 1.47, 0.95], [2.64, -0.36, -0.59], [2.30, -0.43, 1.07], [-3.29, -0.86, -0.52]]}



It turns out version A is the most stable, with the second structure 9.568 eV higher.



Version A
{"formula": "C3H5NO3", "method": "the ωB97M-V functional and the def2-TZVPD basis", "gap_ev": 10.408, "charge": 0, "e_homo_ev": -9.99, "e_lumo_ev": 0.42, "symbols": ["C", "C", "C", "O", "O", "N", "O", "H", "H", "H", "H", "H"], "coordinates": [[-0.30, 0.51, -0.76], [-1.07, 1.58, 0.04], [1.69, -1.55, 0.49], [0.01, -0.61, 0.04], [-1.42, 1.18, 1.27], [1.29, -2.56, 0.04], [-1.33, 2.66, -0.40], [-1.09, 0.27, 1.38], [0.22, -1.86, -0.29], [0.59, 0.99, -1.17], [-0.93, 0.22, -1.61], [2.33, -0.82, 0.96]]}



Version B
{"formula": "C3H5NO3", "method": "the ωB97M-V functional and the def2-TZVPD basis", "gap_ev": 10.746, "charge": 0, "e_homo_ev": -10.28, "e_lumo_ev": 0.47, "smiles": "CC(=O)NC(=O)O", "symbols": ["C", "C", "O", "N", "C", "O", "O", "H", "H", "H", "H", "H"], "coordinates": [[-0.69, 1.00, 1.11], [-1.14, -0.24, 0.39], [-2.30, -0.50, 0.12], [-0.15, -1.05, -0.21], [1.11, -0.49, -0.58], [1.96, -0.16, 0.18], [1.23, -0.50, -1.94], [0.31, 0.91, 1.54], [-0.66, 1.79, 0.36], [-1.37, 1.19, 1.94], [-0.46, -1.73, -0.89], [2.17, -0.22, -2.02]]}



It turns out version B is the most stable, with the second structure 3.702 eV higher.



Version A
{"formula": "C3H5NO3", "method": "the ωB97M-V functional and the def2-TZVPD basis", "gap_ev": 10.967, "charge": 0, "e_homo_ev": -10.62, "e_lumo_ev": 0.35, "smiles": "CC(=O)NC(=O)O", "symbols": ["C", "C", "O", "N", "C", "O", "O", "H", "H", "H", "H", "H"], "coordinates": [[1.45, -0.23, -0.46], [0.34, -1.00, 0.22], [0.34, -2.20, 0.26], [-0.68, -0.26, 0.88], [-1.37, 0.87, 0.48], [-2.05, 1.50, 1.24], [-1.25, 1.44, -0.76], [2.11, -1.02, -0.83], [1.21, 0.45, -1.26], [2.04, 0.40, 0.21], [-1.25, -0.84, 1.48], [-0.90, 0.89, -1.47]]}



Version B
{"formula": "C3H5NO3", "method": "the ωB97M-V functional and the def2-TZVPD basis", "gap_ev": [7.476, 8.142], "charge": 0, "e_homo_ev": [-8.72, -8.94], "e_lumo_ev": [-1.25, -0.80], "symbols": ["C", "C", "C", "N", "O", "O", "O", "H", "H", "H", "H", "H"], "coordinates": [[0.14, 1.71, 0.06], [0.77, 0.59, -0.10], [-1.05, -1.18, -0.35], [1.98, -0.10, 0.00], [2.01, -0.75, 1.10], [2.78, -0.08, -0.93], [-2.17, -0.55, -0.03], [0.57, 2.62, 0.41], [-0.94, 1.85, -0.28], [-1.13, -1.59, -1.32], [-0.62, -1.73, 0.49], [-2.34, -0.80, 0.95]]}



It turns out version A is the most stable, with the second structure 8.348 eV higher.



Version A
{"formula": "C3H5NO3", "method": "the ωB97M-V functional and the def2-TZVPD basis", "gap_ev": [8.776, 7.276], "charge": 0, "e_homo_ev": [-9.87, -9.14], "e_lumo_ev": [-1.10, -1.86], "symbols": ["C", "C", "C", "N", "O", "O", "O", "H", "H", "H", "H", "H"], "coordinates": [[0.23, 0.38, -0.62], [-0.89, 0.17, 0.28], [1.64, -0.02, -0.25], [-2.21, -0.31, 0.16], [-3.20, 0.33, 0.49], [-2.18, -1.49, -0.22], [-0.59, 1.48, 0.00], [0.07, 0.35, -1.69], [1.31, -0.46, 1.90], [1.62, -0.08, 1.05], [2.37, 0.62, -0.42], [1.83, -0.96, -0.66]]}



Version B
{"formula": "C3H5NO3", "method": "the ωB97M-V functional and the def2-TZVPD basis", "gap_ev": 9.795, "charge": 0, "e_homo_ev": -10.67, "e_lumo_ev": -0.87, "symbols": ["O", "C", "C", "N", "C", "O", "O", "H", "H", "H", "H", "H"], "coordinates": [[2.00, -1.13, -1.29], [1.93, -0.11, -0.67], [0.89, 0.36, 0.30], [-0.57, -0.28, -0.76], [-1.55, 0.29, 0.01], [-2.42, -0.69, 0.65], [-1.81, 1.41, 0.33], [2.64, 0.69, -1.05], [0.60, -0.19, 1.19], [0.64, 1.41, 0.22], [-0.31, -1.21, -0.46], [-2.03, -0.56, 1.53]]}



Version C
{"formula": "C3H5NO3", "method": "the ωB97M-V functional and the def2-TZVPD basis", "gap_ev": [6.289, 7.393], "charge": 0, "e_homo_ev": [-9.33, -9.53], "e_lumo_ev": [-3.04, -2.14], "symbols": ["N", "C", "O", "C", "O", "C", "O", "H", "H", "H", "H", "H"], "coordinates": [[0.59, 1.53, -0.61], [0.01, 0.98, 0.41], [-1.25, 1.17, 0.41], [0.25, 0.13, 1.40], [-0.82, -1.81, 0.37], [-0.51, -1.82, -0.80], [-0.03, -0.79, -1.27], [1.43, 1.04, -0.87], [0.20, 2.01, -1.39], [1.26, 0.34, 1.73], [-0.35, -0.26, 2.18], [-0.77, -2.52, -1.58]]}



It turns out version B is the most stable, with the second structure 3.021 eV higher.



Version A
{"formula": "C3H5NO3", "method": "the ωB97M-V functional and the def2-TZVPD basis", "gap_ev": [7.215, 8.145], "charge": 0, "e_homo_ev": [-8.88, -9.36], "e_lumo_ev": [-1.66, -1.21], "symbols": ["C", "C", "C", "N", "O", "O", "O", "H", "H", "H", "H", "H"], "coordinates": [[0.43, -0.89, 1.13], [-1.04, 0.20, -0.44], [0.64, -0.09, -0.05], [1.20, 1.23, 0.10], [-1.69, -0.94, -0.70], [-1.48, 1.30, -0.63], [1.24, -0.96, -0.83], [-2.55, -0.71, -1.10], [2.03, 1.30, -0.49], [0.54, 1.96, -0.13], [0.91, -0.65, 2.08], [-0.23, -1.75, 1.08]]}



Version B
{"formula": "C3H5NO3", "method": "the ωB97M-V functional and the def2-TZVPD basis", "gap_ev": [8.036, 8.010], "charge": 0, "e_homo_ev": [-9.96, -9.94], "e_lumo_ev": [-1.93, -1.93], "symbols": ["N", "C", "O", "C", "O", "C", "O", "H", "H", "H", "H", "H"], "coordinates": [[-0.55, 0.79, 1.15], [0.42, -0.20, 0.76], [0.91, -0.37, 1.92], [-0.23, -1.28, -0.11], [-0.52, -0.55, -1.32], [0.08, 0.66, -1.12], [1.18, 0.53, -0.36], [-0.73, 1.24, -0.29], [0.03, 1.62, 1.36], [0.45, -2.11, -0.31], [-1.17, -1.63, 0.33], [0.14, 1.29, -2.00]]}



It turns out version A is the most stable, with the second structure 1.656 eV higher.